{
  "formula": "C44H61BKN5O10PS2",
  "method": "ωB97M-V/def2-TZVPD",
  "species": ["K", "O", "C", "O", "C", "C", "C", "C", "C", "C", "N", "C", "C", "C", "C", "C", "C", "N", "H", "H", "H", "H", "H", "H", "H", "H", "H", "H", "S", "C", "N", "C", "C", "C", "C", "C", "C", "S", "H", "H", "H", "H", "O", "H", "H", "O", "H", "H", "C", "C", "N", "C", "C", "N", "C", "C", "H", "H", "H", "H", "H", "H", "H", "H", "H", "H", "H", "H", "H", "C", "C", "C", "C", "C", "C", "C", "C", "O", "B", "O", "C", "C", "H", "H", "H", "H", "H", "H", "H", "H", "H", "H", "H", "H", "C", "C", "C", "C", "O", "P", "O", "O", "O", "C", "C", "C", "C", "H", "H", "H", "H", "H", "H", "H", "H", "H", "H", "H", "H", "H", "H", "H", "H", "H", "H"],
  "coordinates": [[0.227057, 1.269003, -0.463607], [5.974685, 0.990897, -6.220840], [5.152427, -0.035193, -5.862541], [5.010688, -0.952792, -6.624208], [4.580388, 0.012154, -4.492880], [4.664534, 1.123282, -3.655241], [4.099967, 1.114013, -2.396308], [3.422525, -0.019535, -1.929293], [3.320592, -1.130995, -2.780885], [3.888444, -1.110197, -4.035946], [2.879668, -0.043946, -0.657235], [3.752226, 0.447163, 0.453561], [3.239034, 1.487621, 1.363272], [4.110739, 2.243078, 2.159142], [3.595641, 3.140474, 3.071951], [2.217516, 3.271570, 3.199353], [1.426265, 2.487402, 2.380185], [1.913736, 1.637100, 1.476394], [6.089239, 1.583429, -5.469406], [5.144568, 2.045625, -3.968796], [4.167442, 1.987575, -1.759713], [2.825872, -2.022083, -2.417176], [3.807360, -1.966449, -4.692038], [4.802448, 0.548923, 0.189477], [5.180161, 2.112527, 2.048741], [4.265508, 3.733749, 3.683293], [1.770864, 3.949384, 3.913977], [0.341618, 2.533341, 2.452916], [-0.874212, -1.234975, -4.872806], [-0.112253, 0.274492, -4.570325], [-0.396086, 1.160414, -3.641969], [0.444570, 2.260048, -3.720623], [0.342656, 3.396236, -2.911086], [1.252163, 4.425629, -3.076720], [2.244019, 4.351053, -4.058694], [2.325712, 3.251710, -4.896815], [1.426563, 2.206162, -4.724075], [1.234033, 0.725976, -5.602226], [-0.472694, 3.462667, -2.197458], [1.179480, 5.309137, -2.454005], [2.942764, 5.169370, -4.182832], [3.077196, 3.207440, -5.676483], [-3.176453, 2.034960, -2.831047], [-2.377587, 1.688708, -3.262926], [-2.845851, 2.274966, -1.950359], [-0.131938, -0.650747, 3.169983], [0.703639, -0.561789, 2.688787], [-0.670854, 0.091848, 2.847128], [-2.117037, -3.232450, 0.052871], [-1.486819, -1.893055, 0.486692], [-0.929095, -1.225618, -0.681324], [-2.011180, -0.772265, -1.555372], [-2.935410, -1.949183, -1.895907], [-2.218953, -3.201720, -1.449195], [-0.837881, -3.252059, -2.058016], [-0.029884, -2.118884, -1.402703], [-3.121517, -3.389507, 0.445257], [-1.490131, -4.090048, 0.300720], [-0.708646, -2.056001, 1.225878], [-2.218505, -1.225862, 0.942134], [-1.573890, -0.405154, -2.481271], [-2.551505, 0.047887, -1.086260], [-3.100268, -2.029236, -2.970373], [-3.885884, -1.939316, -1.360235], [-2.740902, -4.010241, -1.769895], [-0.960522, -3.071932, -3.127361], [-0.438233, -4.247811, -1.867317], [0.491593, -1.565503, -2.184560], [0.699765, -2.506539, -0.690711], [1.549064, -6.238074, 4.343401], [0.722656, -5.926525, 3.084812], [-0.602691, -5.303217, 3.529070], [0.406177, -7.242143, 2.366054], [1.539137, -4.981885, 2.197379], [2.596326, -5.466928, 1.435498], [3.447587, -4.624504, 0.708758], [3.205358, -3.270853, 0.749666], [3.890060, -2.270531, 0.160527], [3.135628, -1.040372, 0.420551], [2.029753, -1.429618, 1.330430], [2.119595, -2.775429, 1.474494], [1.297077, -3.596066, 2.217316], [1.004579, -6.912110, 5.011903], [1.776580, -5.320057, 4.888072], [2.495842, -6.709909, 4.074076], [-1.166750, -6.025747, 4.123831], [-1.221580, -5.018911, 2.674211], [-0.457593, -4.413939, 4.142851], [-0.217672, -7.873493, 3.004124], [1.307312, -7.809143, 2.130947], [-0.130166, -7.066779, 1.430191], [2.794476, -6.531227, 1.414374], [4.273087, -5.024027, 0.133366], [0.513190, -3.141117, 2.806554], [-0.896454, 5.241809, 0.741559], [-2.231869, 4.958248, 1.415554], [-2.404998, 5.836732, 2.646039], [-3.391570, 5.150465, 0.449775], [-2.211982, 3.612643, 1.948195], [-2.404476, 2.257778, 1.101313], [-1.881693, 1.156859, 1.963953], [-1.815132, 2.421360, -0.269814], [-3.989413, 2.120378, 0.877615], [-4.925164, 1.595551, 1.847109], [-4.694939, 2.201788, 3.224215], [-4.795261, 0.078182, 1.885873], [-6.286055, 2.003507, 1.302690], [-0.853304, 6.285013, 0.418669], [-0.764325, 4.601223, -0.128937], [-0.075803, 5.066243, 1.440037], [-2.394206, 6.892675, 2.368881], [-1.594353, 5.652140, 3.352398], [-3.352187, 5.613736, 3.139987], [-3.418790, 6.193081, 0.124406], [-4.339930, 4.915831, 0.935823], [-3.285301, 4.517967, -0.431665], [-3.715517, 1.931404, 3.618110], [-5.461320, 1.831244, 3.909299], [-4.767028, 3.289446, 3.180478], [-3.814621, -0.205334, 2.266174], [-4.925936, -0.325058, 0.878210], [-5.567357, -0.348585, 2.530624], [-6.366605, 3.090788, 1.262097], [-7.083562, 1.617112, 1.940918], [-6.419060, 1.612447, 0.293309]],
  "forces_ev_per_a": [[0.832, -0.671, -0.586], [-0.114, 0.097, -0.034], [0.512, -0.310, 0.302], [-0.203, 0.097, -0.138], [-0.145, 0.110, -0.150], [-0.050, 0.030, 0.045], [0.010, -0.021, -0.040], [0.076, -0.081, 0.072], [0.019, -0.008, 0.020], [-0.077, 0.030, 0.012], [0.089, 0.249, 0.026], [-0.174, -0.070, 0.154], [0.008, -0.127, -0.019], [0.045, -0.018, -0.021], [0.045, 0.001, -0.017], [0.041, -0.051, 0.007], [-0.017, 0.117, 0.044], [0.153, 0.026, 0.302], [-0.024, 0.010, -0.039], [-0.004, -0.002, -0.026], [0.004, -0.005, -0.002], [-0.011, 0.005, -0.014], [0.007, 0.004, -0.004], [0.008, 0.013, -0.036], [-0.004, 0.003, 0.002], [-0.012, 0.000, 0.008], [-0.002, -0.012, -0.007], [0.008, 0.020, -0.020], [0.038, 0.251, -0.035], [-0.160, -0.382, 0.058], [0.128, 0.064, -0.105], [-0.135, 0.049, -0.012], [-0.023, -0.117, -0.022], [0.023, -0.010, -0.036], [-0.013, 0.043, 0.024], [0.025, -0.073, -0.066], [-0.030, 0.095, 0.078], [0.183, 0.092, -0.107], [0.046, 0.008, 0.033], [0.006, -0.011, 0.007], [-0.010, -0.002, 0.012], [-0.003, -0.004, 0.007], [0.036, -0.013, 0.000], [-0.027, 0.015, -0.011], [-0.037, -0.011, 0.086], [0.167, 0.014, 0.080], [0.001, -0.086, -0.034], [-0.178, -0.028, -0.049], [-0.030, -0.057, -0.142], [0.035, 0.018, 0.005], [-0.090, 0.145, 0.086], [0.114, -0.061, -0.109], [-0.060, -0.146, 0.113], [0.074, 0.052, 0.003], [-0.165, -0.024, 0.022], [0.050, -0.014, 0.074], [0.001, 0.016, 0.034], [0.007, 0.005, 0.043], [0.034, -0.024, 0.049], [0.011, -0.016, -0.023], [-0.036, 0.067, 0.075], [-0.091, -0.060, 0.047], [0.017, 0.028, -0.004], [-0.003, 0.051, -0.027], [-0.018, -0.011, 0.003], [0.056, -0.033, 0.034], [0.036, 0.015, 0.026], [-0.022, 0.013, -0.018], [0.014, -0.016, -0.056], [0.006, -0.028, -0.003], [0.049, -0.004, 0.064], [-0.051, 0.034, 0.007], [0.001, -0.063, -0.041], [-0.099, 0.062, 0.065], [-0.002, -0.017, 0.028], [0.001, -0.013, -0.028], [-0.011, -0.067, 0.082], [0.126, 0.090, -0.156], [-0.135, -0.066, 0.139], [0.030, -0.120, -0.045], [-0.045, 0.169, 0.035], [0.096, 0.039, -0.149], [-0.005, 0.012, -0.013], [-0.009, 0.000, -0.005], [-0.008, 0.000, 0.001], [0.013, -0.001, -0.002], [0.013, -0.005, -0.033], [0.016, -0.016, 0.002], [0.002, 0.005, -0.001], [-0.005, 0.016, -0.001], [-0.001, 0.034, 0.018], [0.023, 0.013, -0.007], [0.003, 0.015, 0.014], [-0.042, -0.009, 0.006], [0.046, 0.102, -0.056], [-0.002, -0.130, 0.020], [0.000, 0.045, 0.011], [-0.044, 0.111, -0.074], [-0.027, -0.003, 0.080], [0.203, -0.035, -0.067], [-0.029, 0.095, -0.127], [-1.015, 0.560, 0.177], [-0.052, -0.020, 0.035], [0.078, 0.062, -0.107], [-0.060, -0.022, 0.097], [-0.041, -0.069, 0.039], [-0.050, -0.012, 0.014], [-0.018, -0.008, 0.002], [-0.008, -0.008, 0.033], [-0.012, -0.026, 0.004], [-0.003, -0.010, -0.016], [-0.011, -0.007, 0.000], [0.011, -0.006, -0.004], [-0.002, -0.007, 0.003], [0.015, -0.013, -0.002], [0.002, 0.003, 0.040], [0.000, 0.002, -0.038], [0.008, 0.010, 0.002], [0.012, -0.003, -0.012], [-0.012, 0.017, -0.010], [0.015, 0.009, -0.003], [0.003, 0.008, 0.000], [0.012, -0.007, -0.004], [0.009, 0.001, -0.002], [0.012, 0.004, 0.004]],
  "charge": -1,
  "e_homo_ha": -0.1785,
  "de_lowest_kcal_mol": 0.0,
  "gap_ha": 0.2336
}